Record 1
67
Properties=species:S:1:pos:R:3:mulliken_charge:R:1 method="wB97M-V/def2-TZVPD" homo_ev="-2.9 / -5.4" spin_multiplicity=2 e_lumo_ev="1.944 / 1.987" s_squared=0.788 charge=-1
Pd -0.16508 -0.28798 0.29913 0.43
N -0.63645 4.60736 0.12298 -0.26
C -1.05125 3.96846 1.36253 -1.13
C -1.06092 2.46340 1.11296 -0.30
N 0.26604 1.97919 0.68987 0.68
C 0.83625 2.74804 -0.42044 -0.47
C 0.74014 4.26097 -0.20191 -1.06
H -0.77792 5.60873 0.13453 0.23
H -1.74244 3.59411 -1.54195 0.17
H -2.04503 4.31788 1.64492 0.44
H -0.36016 4.19429 2.19373 0.39
H -1.77855 2.21986 0.32949 0.25
H -1.34610 1.94413 2.02622 0.29
H 0.88310 2.06035 1.49246 0.24
H 0.31572 2.47219 -1.33636 0.14
H 1.88501 2.47006 -0.53227 0.28
H 1.02748 4.78893 -1.11262 0.47
H 1.42409 4.55114 0.61492 0.38
O -3.44817 5.21593 -3.30325 -0.67
S -2.35483 4.34703 -3.66208 0.97
O -1.12765 5.03056 -4.00666 -0.68
N -2.07006 3.24875 -2.44813 -0.11
C -2.06174 1.92098 -2.86340 0.24
S -1.77169 0.55615 -1.89460 -0.22
C -2.48277 1.83865 -4.21514 0.10
C -2.72571 0.68167 -4.98384 -0.75
C -3.25552 0.80878 -6.24577 -0.51
C -3.56837 2.06477 -6.79492 -0.55
C -3.32047 3.21699 -6.06405 -0.55
C -2.77614 3.08940 -4.80519 0.13
H -2.50950 -0.28472 -4.54967 0.44
H -3.44671 -0.07656 -6.83966 0.37
H -4.00585 2.12844 -7.78179 0.36
H -3.55779 4.19541 -6.46210 0.39
N 4.12383 -0.91166 -0.77222 0.03
C 4.24796 -0.69026 0.57795 -0.66
C 3.04504 -0.20011 0.98839 -0.58
N 2.19852 -0.11684 -0.08919 0.48
C 2.86707 -0.55321 -1.12477 -0.81
H 4.82767 -1.30595 -1.36930 0.20
H 5.15424 -0.89770 1.11669 0.42
H 2.72903 0.08740 1.97630 0.43
H 2.48655 -0.61236 -2.13052 0.48
C 1.90037 -5.50765 -0.65549 -0.58
C 2.38409 -4.33055 -0.05347 -0.71
C 1.55954 -3.25494 0.12396 -0.58
C 0.21852 -3.27222 -0.33312 0.83
C -0.64398 -2.14800 -0.22905 0.12
C -1.96415 -2.27796 -0.56392 -0.49
C -2.45746 -3.47440 -1.11895 -1.11
C -1.63168 -4.54672 -1.30532 -0.77
C -0.27990 -4.48184 -0.90157 0.91
C 0.59270 -5.58734 -1.04210 -0.83
H 2.55845 -6.35778 -0.78852 0.37
H 3.41286 -4.29122 0.28494 0.43
H 1.89903 -2.38924 0.67254 0.60
H -2.64787 -1.44611 -0.42850 0.72
H -3.49692 -3.52707 -1.41847 0.39
H -2.00889 -5.45383 -1.76350 0.35
H 0.20173 -6.51110 -1.45394 0.36
F -1.70035 -0.35986 2.24906 -0.46
P -0.73745 -0.69218 3.56653 1.25
F 0.22090 -0.99164 4.82522 -0.40
F -0.01581 -1.87098 2.72203 -0.33
F -1.42877 0.53850 4.34532 -0.41
F 0.40250 0.35427 3.00865 -0.40
F -1.84470 -1.70469 4.11533 -0.39

***

Record 2
59
Properties=species:S:1:pos:R:3:nbo_charge:R:1 method="wB97M-V/def2-TZVPD" homo_ev=-7.7 e_lumo_ev=-0.633
O -3.47847 1.91078 0.25711 -0.62
C -2.85370 0.87098 -0.18300 0.66
N -2.06522 0.93823 -1.37933 -0.60
C -1.95867 2.34462 -1.98292 -0.21
C -0.24570 2.54829 -1.76366 -0.08
C -0.06492 2.58198 -0.27461 0.26
C -0.09517 1.55990 0.77058 -0.27
C 0.19499 2.19391 1.95707 -0.35
C 0.06195 3.52743 1.63068 0.14
O -0.24840 3.75596 0.43947 -0.39
N 0.42143 1.58997 -2.18094 -0.47
C 0.45644 1.64656 -3.68230 -0.24
C 1.23064 0.17648 -4.31899 -0.37
C 2.71115 0.35712 -3.84114 -0.46
C 2.66507 0.33986 -2.47769 -0.40
C 2.11572 1.75325 -1.86390 -0.21
C -2.82358 -0.27529 0.42686 -0.28
C -2.24263 -1.43266 -0.14088 -0.04
C -1.75114 -2.66040 0.65662 -0.29
C -2.27267 -2.68667 1.89614 0.24
N -1.72914 -3.44568 2.86707 -0.87
S -0.37345 -4.23579 2.59312 2.30
O -0.23168 -4.93814 3.87004 -0.94
O -0.22458 -5.03286 1.25846 -0.90
C 0.60415 -2.98678 2.62583 -0.49
C 0.77079 -2.12713 3.76945 -0.19
C 1.48000 -0.99619 3.73861 -0.21
C 2.21179 -0.69743 2.29752 0.47
F 2.84067 0.56067 2.43484 -0.35
C 2.07729 -1.23861 1.17144 -0.34
C 1.26090 -2.56929 1.28228 -0.02
C -2.68613 -1.27816 2.76554 -0.25
C -2.98234 -0.30887 1.77696 -0.12
H -1.49452 0.33768 -1.64583 0.37
H -2.04023 2.60436 -2.95918 0.19
H -2.36986 3.34630 -1.26705 0.26
H 0.10533 3.58452 -2.00244 0.16
H -0.02371 0.66711 0.59276 0.18
H -0.04195 1.63489 2.86900 0.23
H 0.11068 4.35612 2.47720 0.19
H -0.48261 1.47985 -4.08778 0.18
H 0.88443 2.42603 -4.25224 0.18
H 1.07819 0.48076 -5.36239 0.21
H 0.63698 -0.54474 -3.86473 0.20
H 2.92293 -0.59295 -4.22070 0.22
H 3.29493 1.03808 -4.36800 0.22
H 3.81235 0.19949 -2.25795 0.21
H 2.22293 -0.60545 -1.91878 0.21
H 2.15410 1.66110 -0.78371 0.22
H 2.56187 2.63360 -2.22255 0.19
H -1.88322 -1.57017 -1.17982 0.21
H -1.51992 -3.40770 0.20306 0.20
H -2.23822 -3.61411 3.70623 0.44
H 0.59399 -2.39194 4.75958 0.24
H 1.75197 -0.34733 4.64142 0.25
H 2.44547 -1.24624 0.33749 0.22
H 1.09696 -3.20091 0.42134 0.24
H -3.06333 -1.36193 3.80975 0.23
H -3.29094 0.68752 2.17898 0.25

***

Record 3
58
Properties=species:S:1:pos:R:3:nbo_charge:R:1 method="wB97M-V/def2-TZVPD" homo_ev=-10.6 e_lumo_ev=-2.842 charge=+1
C 0.45590 2.08175 2.73127 -0.38
C -0.64642 2.45351 1.89973 -0.32
C -1.82602 1.94516 2.52161 -0.38
H -0.58365 3.07670 0.98284 0.27
C -1.46620 1.23469 3.71076 -0.42
C -0.04435 1.33897 3.85077 -0.40
H 0.56947 0.89681 4.66136 0.26
H 1.52257 2.33588 2.54587 0.25
H -2.85153 2.12088 2.15770 0.25
H -2.15939 0.73538 4.40119 0.26
Lu -0.50635 -0.08398 2.02583 1.94
C -0.66280 -0.98997 0.04913 -1.33
H -1.62697 -1.33791 0.50193 0.18
H -0.07614 -1.93992 -0.08238 0.24
H -0.94462 -0.73448 -0.97899 0.24
Si 0.78270 1.88849 -1.99190 1.18
C 2.09552 0.53042 -2.24440 -0.44
C 3.26030 1.27223 -2.55437 -0.24
H 3.26800 2.35707 -2.37742 0.21
C 4.40537 0.66483 -3.05668 -0.21
H 5.21974 1.28276 -3.43493 0.22
C 4.48507 -0.72781 -3.09829 -0.22
H 5.39543 -1.21111 -3.41926 0.22
C 3.37791 -1.48606 -2.72204 -0.22
H 3.43820 -2.57785 -2.79431 0.22
C 2.19691 -0.87295 -2.27104 -0.16
H 1.39112 -1.51280 -1.92476 0.21
C -0.88162 1.67283 -2.79731 -0.46
C -0.63066 2.15637 -4.11038 -0.21
H 0.32759 2.02824 -4.62191 0.22
C -1.62454 2.95853 -4.71088 -0.21
H -1.35684 3.65732 -5.49813 0.22
C -2.92197 2.98515 -4.18149 -0.21
H -3.68270 3.65863 -4.59700 0.22
C -3.22624 2.14563 -3.09439 -0.21
H -4.24595 2.13262 -2.72751 0.21
C -2.22174 1.43590 -2.42929 -0.19
H -2.50143 0.80348 -1.58431 0.21
H 0.57364 1.38576 -0.59198 -0.21
H 1.13321 3.25121 -1.91186 -0.15
N -3.92046 -1.10000 1.97949 -0.77
C -3.09006 -2.01868 2.49130 0.30
N -1.78193 -1.82098 2.65036 -0.66
C -1.07919 -3.02338 2.89771 0.12
C -1.91803 -4.10489 3.05306 -0.41
S -3.57543 -3.65364 2.82034 0.46
C 0.34617 -2.98132 2.77191 0.12
C 1.27935 -4.01097 2.78970 -0.41
S 2.88268 -3.43798 2.49074 0.44
C 2.22541 -1.81921 2.23373 0.33
N 0.91521 -1.72036 2.48752 -0.67
N 2.99189 -0.81775 1.78036 -0.76
H -4.90012 -1.31519 1.88665 0.42
H -3.63890 -0.11056 1.93031 0.42
H -1.54335 -5.09356 3.30157 0.26
H 1.02886 -5.04218 2.97108 0.26
H 3.94813 -1.06690 1.57735 0.43
H 2.61926 0.12517 1.65403 0.43